(1)
{
  "formula": "C6H11NO5P",
  "method": "wB97M-V/def2-TZVPD",
  "gap_ev": 1.5,
  "e_lumo_ev": 6.608,
  "e_above_lowest_kcal_mol": 91.6,
  "homo_energy_ev": 5.10,
  "charge": -3,
  "symbols": ["C", "O", "O", "C", "N", "C", "H", "H", "H", "P", "C", "H", "H", "H", "H", "H", "H", "C", "H", "C", "O", "H", "O", "O"],
  "coordinates": [[0.574, -0.855, 2.371], [-2.808, 2.725, -1.126], [-3.218, 1.487, -3.272], [0.567, 1.647, -1.974], [3.083, -0.664, 1.502], [-0.255, -1.595, 0.259], [0.629, -2.377, 0.336], [0.284, -0.085, 3.230], [3.907, -0.317, 2.080], [-3.304, 2.855, -2.575], [0.149, 0.352, -1.543], [2.697, 0.204, 1.071], [-0.069, -1.832, 2.608], [-1.261, -1.976, 0.727], [0.202, -1.977, -1.966], [-1.574, -1.160, -1.679], [2.269, -2.481, 2.527], [2.147, -1.297, 2.507], [2.516, -0.939, 3.582], [-0.432, -1.193, -1.353], [0.162, -0.413, 1.030], [0.924, 2.683, -2.438], [-2.428, 3.869, -3.329], [-4.763, 3.340, -2.575]]
}



(2)
{
  "formula": "C6H11NOS",
  "method": "wB97M-V/def2-TZVPD",
  "gap_ev": 10.3,
  "e_lumo_ev": 0.615,
  "e_above_lowest_kcal_mol": 57.4,
  "homo_energy_ev": -9.72,
  "smiles": "CCCC[C@]1(S)NC1=O",
  "symbols": ["C", "H", "N", "C", "H", "H", "C", "H", "C", "H", "O", "C", "S", "H", "C", "H", "H", "H", "H", "H"],
  "coordinates": [[-0.782, 0.414, -0.224], [-4.061, -0.743, -0.993], [-2.997, -0.781, -1.157], [-0.151, -0.928, -0.350], [-2.456, 2.433, -2.387], [0.603, -1.289, 1.665], [-2.231, -0.405, -2.215], [-0.937, 0.624, 0.821], [1.841, 0.291, 0.804], [1.430, 0.940, 1.652], [-1.888, -0.919, -3.273], [-2.026, 0.493, -1.095], [-2.940, 2.018, -1.196], [1.764, 0.907, -0.107], [1.005, -0.976, 0.670], [0.161, -1.100, -1.361], [1.631, -1.813, 0.269], [-0.932, -1.704, 0.014], [-0.192, 1.364, -0.612], [2.896, -0.026, 1.062]]
}



(3)
{
  "formula": "C6H11NOS2",
  "method": "wB97M-V/def2-TZVPD",
  "gap_ev": 9.0,
  "e_lumo_ev": 0.657,
  "e_above_lowest_kcal_mol": 69.2,
  "homo_energy_ev": -8.35,
  "symbols": ["H", "H", "H", "H", "H", "C", "O", "H", "C", "S", "C", "H", "H", "S", "C", "C", "H", "H", "H", "N", "C"],
  "coordinates": [[-0.489, -2.790, 1.000], [2.585, 2.579, 1.563], [-1.612, 0.755, -1.662], [-2.272, 1.230, -0.084], [-0.848, 1.979, -0.740], [1.853, 1.937, 1.305], [2.992, 1.463, -1.099], [-0.325, -0.274, 1.135], [-0.830, -1.486, -0.600], [1.679, 1.723, -0.557], [1.576, -0.763, -1.248], [-2.056, -2.965, -0.051], [2.068, 1.007, 1.785], [0.700, -2.227, -1.432], [-0.402, -0.050, -0.073], [-1.365, -2.351, 0.574], [-1.517, -1.554, -1.406], [0.794, 2.189, 1.729], [-2.026, -1.650, 1.112], [0.855, 0.188, -0.634], [-1.360, 1.061, -0.618]]
}



(4)
{
  "formula": "C6H11NS",
  "method": "wB97M-V/def2-TZVPD",
  "gap_ev": 9.2,
  "e_lumo_ev": 0.682,
  "e_above_lowest_kcal_mol": 127.2,
  "homo_energy_ev": -8.47,
  "smiles": "C#C[C@@H](N)[C@@H](C)CS",
  "symbols": ["H", "H", "H", "H", "C", "H", "C", "H", "H", "H", "H", "H", "C", "C", "H", "N", "C", "C", "S"],
  "coordinates": [[-2.542, -0.597, 0.493], [-1.149, 1.273, 1.144], [-0.104, -2.327, 1.431], [0.739, 1.066, 1.231], [-0.517, 0.119, -0.467], [-2.185, -1.480, -1.183], [0.425, -0.918, -0.088], [1.335, -1.570, 1.788], [-0.229, 0.609, -1.523], [3.880, 0.590, -0.413], [-2.566, 0.098, -0.990], [0.077, -1.653, -0.808], [1.753, -0.337, -0.380], [-1.974, -0.535, -0.564], [-0.448, 2.864, -1.225], [0.328, -1.315, 1.334], [-0.155, 1.226, 0.543], [2.848, 0.103, -0.429], [0.486, 2.785, 0.108]]
}